No. 1
# C6H10O

2 unconnected molecules or ions with the total composition C6H10O at a distorted geometry (the ωB97M-V functional and the def2-TZVPD basis, the Open Molecules 2025 dataset).

ORCA input file:
```
! RIJCOSX wB97M-V def2-TZVPD def2/J DEFGRID3
* xyz 0 1
C 1.9149 0.1454 -0.1939
H 0.8393 -1.5068 0.2714
H 1.9461 0.7888 -2.3324
H -4.0258 -0.1127 0.9228
H 0.9207 0.2708 1.4228
H 1.6691 2.1401 -1.1272
O 1.7536 0.6789 1.0758
H -3.2789 -1.0845 -0.2626
H -0.5905 2.1572 -0.1026
H 2.6432 -1.8148 0.1592
C -1.1999 1.4116 0.3425
C 1.7914 -1.3644 -0.2458
H 1.6800 -1.7149 -1.2328
H -2.8609 -1.1325 1.4633
C -2.0190 0.5509 0.4591
C -3.0684 -0.4830 0.6081
C 1.8853 1.0698 -1.2278
*
```

SMILES string   C=C(C)O.C#CC
HOMO level   -8.809 eV
Lowest unoccupied orbital energy   0.02782 Ha
Frontier orbital gap   9.6 eV



No. 2
# C60H156N12O18

12 unconnected molecules or ions with the total composition C60H156N12O18 at a distorted geometry (the ωB97M-V functional and the def2-TZVPD basis, the Open Molecules 2025 dataset).

ORCA input file:
```
! RIJCOSX wB97M-V def2-TZVPD def2/J DEFGRID3
* xyz 1 2
N -24.3090 3.4964 0.6017
H -16.2013 -3.9279 -9.5668
H -24.0602 5.2201 -0.3228
C -15.5628 6.9384 -14.1299
H -13.1577 1.1181 -6.4205
N -22.2537 4.0326 -9.2971
H -18.2554 2.3824 -3.4529
H -16.7616 1.5050 -11.6529
H -15.8508 -5.4298 -11.7899
H -29.5805 6.2279 -5.8741
H -26.6413 -0.3196 -2.7126
C -28.0877 1.1408 -2.4473
H -13.7217 -2.0391 1.5800
H -13.6957 5.1902 -8.2057
H -22.0834 5.7042 -6.9488
H -19.6880 -5.9751 -6.3527
H -22.7177 8.4470 -7.1131
H -18.8906 2.9379 -13.0956
O -26.3385 1.0956 -4.1885
O -22.7642 4.5872 -2.4072
C -22.1861 4.6678 0.5147
C -28.7918 5.9004 -5.1967
H -20.6733 -0.6458 -0.0714
H -15.6789 6.6824 -0.1306
H -29.2446 5.1982 -2.5923
H -15.2498 3.4840 -8.9783
C -26.0612 3.6387 -6.3438
N -18.1558 -3.3269 -10.0467
C -19.8470 -4.7995 -8.8283
C -18.9081 -3.5358 -8.8139
H -13.8791 -0.8856 -0.5616
H -18.7449 1.6042 -1.9150
H -13.9874 2.6616 -9.9063
H -27.6280 2.9126 -3.3266
H -26.0212 1.1278 -2.0068
H -17.5318 3.5994 0.3350
H -25.2220 3.3276 0.2040
C -22.9094 3.2632 -8.2480
C -16.1318 5.5226 -5.4969
C -20.8655 -1.9245 -2.7023
C -18.3003 3.9770 -0.3394
C -21.2640 4.9617 -8.8308
H -30.2106 2.3747 -3.5262
H -9.6492 7.1690 -9.5916
H -24.5504 4.6451 -8.1688
H -28.6443 0.5487 -3.1738
H -27.8597 6.1392 -5.7088
C -17.8977 -6.3317 -12.5218
H -12.1321 1.5109 -4.0051
H -26.1090 4.6739 -6.6818
H -17.6128 -6.8007 -11.5799
H -18.5879 4.2971 -3.5788
C -26.6591 0.7657 -2.8131
H -23.3237 0.6388 0.9050
C -17.3886 2.3162 -6.6551
C -17.5131 5.4219 -11.5094
O -21.2228 3.9011 -14.2944
C -23.4749 4.3046 -0.2358
C -22.5533 -1.2574 -1.0507
H -14.2943 1.0422 -1.9864
H -19.1770 3.4827 0.0790
C -17.5675 6.9481 -11.2405
H -14.7312 6.2428 -14.2424
C -21.1426 0.4727 -5.8871
C -21.5048 3.2784 -12.9866
H -17.0847 5.2640 -5.9587
H -20.9093 6.6754 -7.6262
H -16.7398 7.0791 -1.6083
C -17.0207 -4.3069 -10.1776
H -21.1508 -2.2952 0.2344
O -20.0542 0.8617 -6.7397
H -24.6370 -0.3396 -4.2502
C -21.5369 -1.2820 0.1225
H -20.7900 -3.9168 -3.3378
O -21.9063 -2.8878 -4.6383
O -16.7244 1.5964 -2.1447
H -12.2506 -0.5066 -2.9637
O -19.0782 -5.9813 -8.4973
C -24.9785 0.6816 -4.4188
C -16.3820 5.2484 -12.6242
C -16.5644 -4.6076 -11.7353
H -22.8037 -2.2269 -2.9265
C -12.3624 -2.3294 -1.0376
H -16.5614 2.8806 -7.0855
H -24.7849 0.9350 -5.4611
H -14.5932 7.0402 -3.8963
H -17.7304 -0.2018 -2.7808
C -18.8837 0.2061 -6.4702
H -20.1041 -4.9456 -9.8774
C -16.7871 0.3444 -2.7858
C -17.7317 0.9551 -7.1851
H -17.3255 3.5685 -10.5060
C -14.1732 3.4004 -9.1267
H -28.3093 0.7012 -1.4748
O -22.1511 -0.9068 1.3313
N -17.9112 1.0953 -8.5692
C -23.3195 3.6490 -1.5721
H -20.7500 -4.5996 -8.2516
H -14.1644 5.3778 -3.9017
H -16.9933 4.0640 -2.1186
C -13.1961 1.5822 -3.7796
H -13.3365 7.2214 -1.6741
H -15.4075 8.0284 -1.2771
H -23.9132 7.1097 -6.8961
C -29.6358 4.5073 -3.3392
C -18.6368 0.9929 -12.5093
H -17.2272 2.4627 -5.5871
N -19.2838 2.3459 -12.3780
O -24.7720 3.0542 -6.7400
H -18.5208 0.3556 -8.8874
H -24.3078 3.4224 -1.9723
C -29.6178 3.0068 -2.8650
C -17.9683 3.6464 -1.8673
H -18.4663 5.0383 -0.1543
H -14.0741 -1.6512 -2.1566
H -16.7802 1.5819 -13.4419
H -22.9639 -3.9988 -6.0926
H -12.1443 -2.9218 -1.9262
O -22.7399 6.9295 -8.4983
N -28.2898 2.5644 -2.6478
H -30.0501 2.9085 -1.8692
H -16.4371 4.1672 -12.7510
O -16.7634 -0.3915 -12.8431
C -13.5526 0.3354 -5.7728
C -15.4163 -0.8148 -12.5660
C -22.0389 5.0555 -14.4709
H -11.8335 4.4939 -10.5429
H -18.6867 -3.3958 -10.9032
C -18.8636 -6.1485 -7.0443
H -23.5505 -1.5628 -0.7338
H -19.9082 -3.0149 -4.3613
O -17.7521 -4.9701 -12.3883
H -14.2043 -0.2868 -6.3863
H -11.3885 -1.9445 -0.7352
H -22.8471 0.7960 2.4671
H -20.5529 1.5981 -13.8196
C -21.9627 -3.8422 -5.6912
H -22.5304 2.9124 -13.0351
H -24.9670 3.1052 -8.8410
C -10.1786 6.2903 -9.9601
H -15.1041 5.3101 -10.2402
H -20.5393 4.3957 -8.2454
H -20.6427 -0.9378 -3.1083
H -21.6503 1.2088 1.1761
H -22.1876 5.4587 -15.4726
H -18.9675 0.3330 -11.7073
H -12.7787 1.8346 -1.7254
H -15.3576 4.7791 -5.6869
C -22.5911 4.0811 -3.7279
O -16.2158 5.9929 -4.1531
H -15.8935 7.3594 -15.0794
H -16.6650 7.1248 -10.6554
H -18.5069 1.8896 -8.7546
H -12.8640 5.7522 -2.1139
H -19.5504 -2.6741 -8.6319
H -15.1688 7.6791 -13.4342
N -12.5683 -0.2052 -2.0536
H -16.8850 0.2754 -7.0893
H -15.3875 5.3813 -12.1984
H -21.7330 -4.7920 -5.2084
N -22.1829 -2.1159 -2.1376
H -18.5895 0.0651 -5.4302
H -12.6638 -0.2539 -5.5475
H -13.0484 -3.6516 1.9074
H -15.7333 6.3536 -6.0790
H -16.1478 -0.4498 -2.4002
H -17.1352 -5.3535 -9.8954
H -11.9637 -2.3082 1.5538
H -22.4627 3.3227 -7.2556
H -23.5271 3.9696 -4.2752
C -20.8271 -2.9223 -3.7825
H -14.7589 -0.1407 -13.1152
H -26.1839 3.5768 -5.2625
H -11.4230 3.8872 -8.9955
H -18.8087 -0.8493 -6.7325
H -22.9832 5.0454 -13.9265
H -24.3378 1.2852 -3.7760
H -28.7749 6.6218 -4.3798
C -14.8987 6.0027 -2.0104
H -15.2155 -1.8615 -12.7948
H -14.0994 6.5360 -10.0161
H -18.1127 -5.4241 -6.7286
O -11.3298 5.9484 -9.1649
N -19.0223 4.3402 -2.6680
H -9.3879 5.5538 -9.8168
C -17.1035 1.0187 -12.5665
H -21.5321 3.8133 0.6885
H -17.3808 -6.7796 -13.3705
H -20.9031 5.5042 -9.7046
H -21.5626 5.8145 -13.8503
C -11.9569 4.7044 -9.4805
H -24.2620 8.2343 -8.0991
N -17.3755 4.5626 -10.3346
H -22.4763 5.2050 1.4177
H -18.8969 -6.6529 -12.8158
H -21.4426 3.9466 -12.1277
C -13.4702 4.7309 -9.1681
O -28.7990 4.6109 -4.5739
H -15.0905 4.9497 -1.8041
H -18.3996 -7.1203 -6.8761
H -22.0570 0.8842 -6.3144
H -22.1548 3.0854 -3.6477
H -17.7218 7.4367 -12.2026
H -21.6526 5.3777 -0.1173
C -13.2597 1.0648 -2.3288
H -26.9806 3.1668 -6.6902
C -15.7442 6.9970 -1.1722
H -18.2448 2.9775 -6.7884
C -14.9227 6.0676 -3.5310
H -16.5721 0.3525 -3.8543
N -13.4975 6.2402 -1.4970
C -12.9337 -2.7440 1.3148
N -14.1222 5.5434 -10.2014
C -13.3521 -1.2646 -1.4373
H -21.1185 1.2875 -12.1358
H -20.0780 -2.1248 -1.9757
C -21.7727 6.0801 -7.9235
H -13.7879 2.8491 -8.2690
C -24.3704 3.5756 -8.0595
H -13.4667 2.6253 -3.9434
H -16.1663 -3.6738 -12.1321
H -21.9099 4.7699 -4.2275
H -18.1965 -3.5202 -7.9884
H -21.2372 -0.6130 -5.9047
C -17.9863 2.2098 -2.4108
H -10.3718 6.4436 -11.0219
H -24.5522 3.8873 1.5006
H -22.8117 2.1913 -8.4198
H -22.7669 2.7102 -1.5330
H -15.1467 -0.6245 -11.5272
H -18.8772 0.3832 -13.3802
H -18.2344 4.7383 -9.8331
C -22.4220 0.5124 1.5042
O -16.6337 6.0612 -13.7839
H -22.5602 -0.2450 -1.4546
H -18.3475 7.1716 -10.5126
O -14.0656 0.7109 -4.5669
H -30.6665 4.8614 -3.3178
H -18.4728 5.1824 -11.9673
C -20.6485 2.0019 -12.8117
H -22.9641 4.5787 -9.7631
H -21.0788 0.7314 -4.8302
H -21.1599 -3.5564 -6.3709
C -23.4100 7.7652 -7.6069
H -19.0339 5.3484 -2.6074
O -12.9781 -3.2084 -0.0491
*
```

HOMO level (alpha / beta)   -9.704 / -9.704 eV
Lowest unoccupied orbital energy (alpha / beta)   -0.08546 / -0.28012 Ha
Frontier orbital gap (alpha / beta)   7.4 / 2.1 eV